No. 1
Below is an isolated molecule of C7H11N, with properties calculated with ωB97M-V with the def2-TZVPD basis set.

Net charge   0
E_tot   -327.8486 a.u.
E_HOMO (alpha / beta)   -6.50 / -6.43 eV
Frontier orbital gap (alpha / beta)   0.261 / 0.258 Ha
Largest force on an atom   1.80 eV/Å

Geometry (Å):
C (-2.0753, -0.4261, -1.0604)
C (-0.2526, 0.5149, 0.4470)
C (-0.0093, -0.7014, 1.1403)
N (0.1437, 1.7538, 1.0598)
C (-1.1171, 0.6482, -0.6981)
C (0.8607, -0.0632, -0.7667)
C (0.6789, -1.6989, 1.6158)
C (2.0721, 0.4867, -0.8479)
H (0.8432, 1.6123, 1.7764)
H (-0.6733, 2.2260, 1.4260)
H (-1.1708, 1.6360, -1.1381)
H (0.5908, -0.9199, -1.3646)
H (1.6850, -1.9469, 1.2715)
H (0.2659, -2.3238, 2.4028)
H (-3.0465, -0.0122, -1.3380)
H (-1.7273, -1.0458, -1.8994)
H (-2.2494, -1.1437, -0.2462)
H (2.4022, 1.2873, -0.2034)
H (2.7790, 0.1164, -1.5769)



No. 2
Below is a cluster of 10 separate species, C37H70N10O11 in total, with properties calculated with ωB97M-V with the def2-TZVPD basis set.

Net charge   0
E_tot   -2826.8877 a.u.
E_HOMO   -7.49 eV
Frontier orbital gap   0.193 Ha
Largest force on an atom   3.21 eV/Å

Geometry (Å):
C (-4.4989, 4.3653, 1.5808)
N (-3.2615, 4.6932, 2.3293)
C (-3.2516, 5.7982, 3.1417)
C (-2.1320, 6.0137, 3.9332)
C (-1.0327, 5.0909, 3.8896)
C (-1.0524, 4.1762, 2.9169)
C (-2.1705, 3.9584, 2.1212)
C (0.1168, 5.2398, 4.7477)
C (1.1351, 4.2306, 4.7923)
C (2.2855, 4.4332, 5.5615)
N (2.3874, 5.6069, 6.2235)
C (1.4845, 6.5560, 6.2383)
C (0.3132, 6.3842, 5.5077)
C (3.4218, 5.5908, 7.2129)
H (-5.2552, 4.2276, 2.3642)
H (-4.3062, 3.4620, 1.0102)
H (-4.7782, 5.1228, 0.8801)
H (-4.1376, 6.3958, 3.1039)
H (-2.1363, 6.8609, 4.5918)
H (-0.2843, 3.5387, 2.6726)
H (-0.9686, 0.6187, 0.3126)
H (1.0359, 3.2486, 4.3394)
H (3.0871, 3.6692, 5.6470)
H (1.5916, 7.4208, 6.8611)
H (-0.4363, 7.1942, 5.4118)
H (4.4166, 5.4748, 6.7386)
H (3.2916, 4.7904, 7.9526)
H (3.5004, 6.5171, 7.7386)
C (-0.4174, -1.0674, -0.1708)
O (0.2647, -2.0836, -0.0554)
O (-1.0063, -0.8406, -1.2232)
O (-0.4839, -0.0767, 0.7878)
C (1.2412, 2.3947, -1.0986)
O (2.3007, 1.8841, -0.8287)
N (1.0523, 3.6148, -1.6226)
C (-0.2650, 4.0240, -2.0542)
C (2.2244, 4.3237, -2.2347)
H (0.2947, 1.9429, -0.8204)
H (-0.3493, 5.1101, -1.8819)
H (-0.9970, 3.5065, -1.4720)
H (-0.4922, 3.8825, -3.1185)
H (3.0710, 3.7380, -1.8382)
H (2.0876, 4.2417, -3.3114)
H (2.3081, 5.3431, -1.9742)
C (-1.5123, -4.0970, -3.2438)
O (-2.0593, -3.4257, -4.0915)
N (-1.6249, -5.4809, -3.1118)
C (-1.3440, -6.1443, -1.8322)
C (-2.2391, -6.1974, -4.1996)
H (-0.9035, -3.6239, -2.4642)
H (-0.6621, -5.4893, -1.2741)
H (-0.9017, -7.0379, -2.1667)
H (-2.3402, -6.2320, -1.3845)
H (-2.1653, -5.7482, -5.1964)
H (-1.8509, -7.1951, -4.1928)
H (-3.3062, -6.2742, -4.0587)
C (-3.3419, 2.1328, -2.0965)
O (-3.8242, 3.0135, -1.3645)
N (-3.8989, 1.5576, -3.1529)
C (-5.2241, 1.8833, -3.5879)
C (-3.1975, 0.4059, -3.7438)
H (-2.3028, 1.7675, -2.0486)
H (-5.3819, 2.9430, -3.2804)
H (-5.9539, 1.2523, -3.0244)
H (-5.3402, 1.7624, -4.6503)
H (-3.9692, -0.3655, -3.9734)
H (-2.6905, 0.7308, -4.6757)
H (-2.3906, 0.0998, -3.0333)
C (0.2878, 1.1505, -4.3657)
O (0.5802, 2.3247, -4.5618)
N (0.0543, 0.1649, -5.2271)
C (0.0077, 0.4612, -6.6464)
C (-0.2684, -1.1825, -4.8135)
H (0.1667, 0.8446, -3.3148)
H (-0.9668, 0.1861, -6.9953)
H (0.7758, -0.1662, -7.2059)
H (0.2418, 1.4920, -6.7755)
H (-1.2822, -1.5263, -4.9974)
H (0.4373, -1.7806, -5.4091)
H (0.0124, -1.2601, -3.7285)
C (1.9544, -4.8646, -1.9970)
O (1.6713, -5.8859, -2.5824)
N (3.1647, -4.4437, -1.7947)
C (4.2682, -5.2601, -2.2258)
C (3.4977, -3.2952, -0.9672)
H (1.2592, -4.1997, -1.5382)
H (4.1327, -6.3108, -1.9616)
H (5.1485, -4.8226, -1.7732)
H (4.3681, -5.2088, -3.2978)
H (2.6232, -2.7008, -0.8219)
H (4.0759, -3.5659, -0.0744)
H (4.1681, -2.6226, -1.5375)
C (3.2646, -6.6646, 1.4515)
O (4.2871, -7.1036, 1.9303)
N (2.7059, -5.4674, 1.7135)
C (1.3029, -5.3624, 1.2894)
C (3.2442, -4.6002, 2.6922)
H (2.6398, -7.2757, 0.7943)
H (1.1025, -4.3682, 0.9199)
H (0.5717, -5.5364, 2.0908)
H (0.9998, -6.0327, 0.5068)
H (2.8930, -4.8346, 3.7086)
H (4.3201, -4.5105, 2.7319)
H (2.9094, -3.5986, 2.4588)
C (2.2587, 0.7340, 2.7485)
O (2.5195, 1.7074, 3.4654)
N (3.2092, -0.0248, 2.2258)
C (2.8930, -1.0053, 1.1990)
C (4.5892, 0.3170, 2.4590)
H (1.2440, 0.4172, 2.4218)
H (3.4864, -1.8819, 1.4745)
H (3.2470, -0.5902, 0.2456)
H (1.8828, -1.3705, 1.1266)
H (4.6941, 1.2776, 2.9734)
H (5.1019, -0.4252, 3.1238)
H (5.1367, 0.2040, 1.5114)
C (-3.4693, 0.3508, 1.9889)
O (-4.2481, 1.2328, 1.7268)
N (-3.3656, -0.8773, 1.3647)
C (-2.5950, -1.9968, 1.9310)
C (-4.3045, -1.1855, 0.2877)
H (-2.6890, 0.4970, 2.7153)
H (-1.7278, -2.3848, 1.3688)
H (-3.2758, -2.8533, 2.0002)
H (-2.3368, -1.6522, 2.9288)
H (-4.8018, -0.2092, 0.1327)
H (-3.7625, -1.3893, -0.6205)
H (-5.0799, -1.9188, 0.4687)



No. 3
Below is a structure of composition C12H33FeN3O7P, with properties calculated with ωB97M-V with the def2-TZVPD basis set.

Multiplicity   6
Net charge   0
E_tot   -2772.5689 a.u.
E_HOMO (alpha / beta)   -5.94 / -6.08 eV
Frontier orbital gap (alpha / beta)   0.230 / 0.235 Ha
Largest force on an atom   15.84 eV/Å

Geometry (Å):
Fe (1.7541, 0.8775, 0.7654)
P (3.8958, 1.3592, 0.7226)
O (3.1249, 0.9556, -0.5260)
O (3.3858, -0.0607, 0.8228)
O (3.0927, 1.2515, 2.0432)
O (2.7532, 2.4424, 0.5679)
C (-0.2548, 3.7887, -1.0135)
C (-0.6675, 2.3317, -0.8376)
C (-1.5893, 1.8132, -1.9925)
O (-1.8393, 0.3885, -1.9550)
C (-2.7413, -0.0282, -2.9658)
N (0.4871, 1.4264, -0.7746)
H (-1.1152, 4.4575, -1.0347)
H (0.3258, 3.8320, -1.9350)
H (0.4623, 4.1841, -0.2941)
H (-1.1963, 2.3613, 0.1150)
H (-1.0495, 1.9197, -2.9335)
H (-2.5607, 2.3071, -1.9697)
H (-3.7584, 0.3017, -2.7542)
H (-2.8227, -1.1149, -2.9395)
H (-2.5281, 0.3200, -3.9764)
H (0.1713, 0.5871, -1.2394)
H (1.0908, 1.8290, -1.4771)
C (0.0152, -2.1564, -3.0683)
C (0.1159, -2.0719, -1.5413)
C (0.1500, -3.4531, -0.7872)
O (0.2086, -3.1442, 0.6264)
C (0.2704, -4.2835, 1.3607)
N (1.2962, -1.3021, -1.2228)
H (-0.9026, -2.6743, -3.3467)
H (0.8793, -2.7198, -3.4203)
H (0.0467, -1.1810, -3.5539)
H (-0.7627, -1.5290, -1.1929)
H (1.0266, -4.0415, -1.0581)
H (-0.6518, -4.1476, -1.0382)
H (1.2097, -4.8158, 1.2106)
H (-0.6360, -4.8582, 1.1704)
H (0.3116, -3.9314, 2.3914)
H (1.8627, -1.2967, -2.0589)
H (1.8417, -1.8788, -0.5984)
C (-1.4736, -1.2057, 2.7410)
C (-0.6797, -0.0912, 2.0468)
C (-0.5024, 1.2304, 2.7756)
O (0.4272, 1.9541, 1.9342)
C (0.7037, 3.2550, 2.5176)
N (0.6472, -0.5597, 1.6498)
H (-0.8621, -1.5030, 3.5929)
H (-1.6355, -2.0549, 2.0772)
H (-2.3959, -0.7283, 3.0721)
H (-1.1507, 0.1843, 1.1032)
H (-0.0865, 1.1987, 3.7826)
H (-1.4851, 1.6978, 2.8376)
H (1.3690, 3.2370, 3.3808)
H (-0.2211, 3.7613, 2.7944)
H (1.0427, 3.9486, 1.7481)
H (1.1811, -0.9207, 2.4274)
H (0.4196, -1.4488, 1.2280)



No. 4
Below is an isolated molecule of C6H11N, with properties calculated with ωB97M-V with the def2-TZVPD basis set.

SMILES   C=NC(=C)CCC
Net charge   0
E_tot   -289.9152 a.u.
E_HOMO   -8.95 eV
Frontier orbital gap   0.360 Ha
Largest force on an atom   1.98 eV/Å

Geometry (Å):
C (1.7252, -1.3052, -2.0055)
N (1.5603, -1.1844, -0.7631)
C (1.1741, 0.0310, -0.1736)
C (1.5842, 1.2163, -0.6374)
C (0.1808, -0.0420, 0.9453)
C (-1.2500, -0.2364, 0.3928)
C (-2.2942, 0.2950, 1.3950)
H (2.1441, -2.2410, -2.3670)
H (1.4621, -0.5409, -2.7479)
H (2.1878, 1.4069, -1.5196)
H (1.4065, 2.1138, -0.0561)
H (0.2208, 0.8750, 1.5265)
H (0.3823, -0.8709, 1.6294)
H (-1.4239, -1.2954, 0.2403)
H (-1.3397, 0.3257, -0.5323)
H (-2.2814, 1.3936, 1.3413)
H (-3.2718, 0.1418, 0.9287)
H (-2.1671, -0.0829, 2.4033)



No. 5
Below is a cluster of 2 separate species, C3H4N2O2 in total, with properties calculated with ωB97M-V with the def2-TZVPD basis set.

SMILES   CN1C=N1.O=C=O
Net charge   0
E_tot   -376.6243 a.u.
E_HOMO   -9.80 eV
Frontier orbital gap   0.391 Ha
Largest force on an atom   0.81 eV/Å

Geometry (Å):
C (0.1097, 1.3801, 0.4568)
N (-0.2368, 0.0107, 0.0703)
C (-1.3065, -0.5616, 0.7695)
N (-0.2765, -0.9566, 1.3381)
H (-0.3816, 1.7141, 1.3795)
H (1.1940, 1.4367, 0.5838)
H (-0.1760, 2.0395, -0.3695)
H (-2.3882, -0.6212, 0.7742)
O (0.3543, -2.3241, -1.5750)
C (1.1396, -1.4644, -1.6491)
O (1.9680, -0.6531, -1.7787)



No. 6
Below is a structure of composition C4H8NS, with properties calculated with ωB97M-V with the def2-TZVPD basis set.

Net charge   +1
E_tot   -609.7666 a.u.
E_HOMO   -12.91 eV
Frontier orbital gap   0.302 Ha
Largest force on an atom   5.37 eV/Å

Geometry (Å):
C (1.8183, 0.0171, -0.3717)
C (0.5900, -0.9001, -0.5235)
C (0.4183, 1.2197, 0.1488)
C (-1.4370, -0.3283, 0.6505)
N (-0.4145, 0.1775, -0.2957)
S (3.3294, 0.4313, -0.6226)
H (0.6097, -1.4705, -1.5339)
H (0.4231, -1.5677, 0.3132)
H (0.3200, 1.3291, 1.1900)
H (0.4251, 2.2815, -0.3956)
H (-1.0514, -0.9737, 1.4957)
H (-2.1186, 0.5412, 1.0182)
H (-2.0721, -1.1043, 0.1400)
H (-0.8404, 0.3474, -1.2137)